{
  "formula": "C4H6N",
  "method": "ωB97M-V/def2-TZVPD",
  "relative_energy_kcal_mol": 164.7,
  "charge": 1,
  "homo_lumo_gap_ev": [6.84, 8.51],
  "max_force_ha_per_bohr": 0.06442,
  "symbols": ["C", "C", "C", "C", "N", "H", "H", "H", "H", "H", "H"],
  "xyz": [[-0.9874, 0.1986, -1.4048], [0.3869, -0.5688, -0.0390], [-1.8485, 0.0135, 0.7758], [1.7277, -0.0445, 0.0393], [-0.8067, -0.0167, -0.0477], [-0.1782, -0.2049, -2.0597], [-1.7827, -0.1293, 1.9100], [-2.7438, 0.4588, 0.3784], [2.0822, -0.2453, 1.0974], [1.7315, 1.0405, 0.0924], [2.4189, -0.5018, -0.7419]],
  "forces_ev_per_a": [[0.67, -0.74, 0.63], [0.85, -0.84, -1.24], [-0.97, 0.77, 3.07], [1.00, -0.10, 0.61], [-1.22, 0.29, -0.74], [0.24, 0.36, 0.43], [0.38, -0.03, -2.04], [-0.09, -0.14, -0.30], [-0.12, -0.56, -1.01], [0.04, 0.41, -0.69], [-0.78, 0.59, 1.27]],
  "lowdin_charge": [0.362, 0.088, 0.142, -0.028, -0.290, 0.099, 0.143, 0.101, 0.143, 0.102, 0.139]
}

{
  "formula": "C4H6N",
  "method": "ωB97M-V/def2-TZVPD",
  "relative_energy_kcal_mol": 91.2,
  "charge": 1,
  "homo_lumo_gap_ev": [8.88, 8.88],
  "max_force_ha_per_bohr": 0.06585,
  "symbols": ["C", "C", "C", "C", "N", "H", "H", "H", "H", "H", "H"],
  "xyz": [[-1.2030, 0.8645, 0.4577], [-0.1528, 0.4908, -0.1664], [-0.1504, -1.6645, 1.0202], [0.8653, 1.0044, -0.9818], [-0.2873, -0.9008, 0.0275], [-2.2629, 0.8357, 0.8378], [0.0848, -2.7436, 0.6451], [-0.3598, -1.4721, 2.0420], [1.5434, 0.2646, -1.2601], [1.3646, 1.9064, -0.6874], [0.5582, 1.4145, -1.9343]],
  "forces_ev_per_a": [[-1.47, -0.71, 0.97], [-2.34, 0.83, 0.80], [-0.21, -2.73, -1.99], [1.38, 1.98, -1.99], [0.69, -0.36, -0.17], [1.55, 0.22, -0.55], [-0.44, 1.73, 1.19], [0.17, 0.45, 1.02], [1.36, -1.28, -0.06], [0.42, 0.21, 1.26], [-1.11, -0.35, -0.49]],
  "lowdin_charge": [0.408, -0.389, 0.118, 0.014, 0.101, 0.154, 0.159, 0.102, 0.092, 0.117, 0.124]
}

{
  "formula": "C4H6N2",
  "method": "ωB97M-V/def2-TZVPD",
  "relative_energy_kcal_mol": 88.7,
  "homo_lumo_gap_ev": 8.42,
  "max_force_ha_per_bohr": 0.01489,
  "symbols": ["N", "C", "C", "N", "C", "C", "H", "H", "H", "H", "H", "H"],
  "xyz": [[-2.1399, 0.1889, -0.2652], [-0.7507, 0.1694, -0.0051], [-0.0154, 1.2989, 0.2273], [1.4066, 0.6697, 0.0829], [1.3311, -0.7713, 0.0534], [0.0227, -1.0618, -0.0436], [-2.4883, 1.1230, -0.0755], [-2.6488, -0.4748, 0.3066], [1.3406, 1.1336, -0.8433], [2.1564, 1.1056, 0.6147], [2.2173, -1.3916, 0.0597], [-0.3903, -2.0609, -0.1491]],
  "forces_ev_per_a": [[-0.05, 0.01, 0.24], [0.03, 0.23, 0.10], [-0.25, -0.43, 0.10], [0.07, 0.29, 0.07], [-0.25, 0.02, -0.21], [0.17, 0.02, 0.00], [-0.06, -0.12, -0.07], [-0.01, 0.05, -0.02], [0.67, -0.31, -0.21], [-0.27, -0.07, 0.03], [-0.15, 0.15, -0.03], [0.10, 0.17, 0.01]],
  "lowdin_charge": [0.045, -0.455, -0.030, -0.056, -0.110, -0.037, 0.070, 0.072, 0.141, 0.150, 0.102, 0.108]
}

{
  "formula": "C4H6N2",
  "method": "ωB97M-V/def2-TZVPD",
  "relative_energy_kcal_mol": 35.5,
  "homo_lumo_gap_ev": 10.84,
  "max_force_ha_per_bohr": 0.11951,
  "smiles": "[H]/N=C(/C)CC#N",
  "symbols": ["C", "C", "C", "C", "N", "N", "H", "H", "H", "H", "H", "H"],
  "xyz": [[-1.2586, 0.9329, -0.8682], [0.3515, -0.5849, 0.1938], [1.0764, 0.6799, 0.6497], [-1.0623, -0.4281, -0.2530], [-1.2009, 1.9873, -1.3443], [0.9725, -1.6323, -0.0179], [0.5340, 1.3508, 1.3928], [1.3452, 1.1448, -0.2700], [2.0199, 0.2508, 1.0908], [-1.5955, -1.1253, -0.7844], [-1.7006, -0.1824, 0.6989], [0.5184, -2.3936, -0.4883]],
  "forces_ev_per_a": [[0.88, 0.20, -0.97], [-0.83, 1.18, -0.82], [0.41, -1.66, 2.00], [-1.85, 4.92, 3.18], [-0.42, -1.08, 0.57], [2.28, -1.24, 0.52], [0.63, -0.87, -1.23], [0.12, 0.97, -0.47], [-0.86, 0.83, -0.20], [-0.62, -2.07, -1.31], [0.98, -1.06, -1.14], [-0.72, -0.12, -0.13]],
  "lowdin_charge": [-0.232, -0.468, -0.048, -0.114, 0.145, 0.151, 0.108, 0.064, 0.093, 0.081, 0.163, 0.057]
}

{
  "formula": "C4H6N2",
  "method": "ωB97M-V/def2-TZVPD",
  "relative_energy_kcal_mol": 10.9,
  "homo_lumo_gap_ev": 9.75,
  "max_force_ha_per_bohr": 0.02880,
  "smiles": "Cc1c[nH]cn1",
  "symbols": ["C", "C", "C", "N", "C", "N", "H", "H", "H", "H", "H", "H"],
  "xyz": [[0.1507, 1.7202, -0.8064], [0.0407, 0.3487, -0.2117], [0.9107, -0.3542, 0.5734], [0.1764, -1.5690, 0.8959], [-0.9988, -1.4509, 0.2297], [-1.1316, -0.3335, -0.4215], [1.1051, 2.2206, -0.6202], [-0.6564, 2.3415, -0.4038], [-0.0001, 1.6560, -1.8895], [1.7441, 0.1619, 1.0711], [0.3316, -2.4929, 1.3132], [-1.7554, -2.2284, 0.2109]],
  "forces_ev_per_a": [[0.04, 0.02, 0.03], [-0.05, 0.14, -0.02], [-0.90, -0.32, 0.51], [0.04, 0.63, -0.38], [-0.19, 0.03, -0.21], [-0.03, -0.13, -0.19], [-0.09, -0.20, 0.06], [0.15, -0.03, -0.09], [0.04, 0.02, 0.17], [-0.18, -1.31, -0.09], [0.92, 1.16, 0.00], [0.26, -0.02, 0.19]],
  "lowdin_charge": [-0.053, -0.391, -0.040, 0.042, -0.238, 0.082, 0.071, 0.076, 0.076, 0.111, 0.146, 0.118]
}

{
  "formula": "C4H6N2",
  "method": "ωB97M-V/def2-TZVPD",
  "relative_energy_kcal_mol": 7.8,
  "homo_lumo_gap_ev": 8.92,
  "max_force_ha_per_bohr": 0.00533,
  "smiles": "Nc1ccc[nH]1",
  "symbols": ["N", "C", "C", "C", "C", "N", "H", "H", "H", "H", "H", "H"],
  "xyz": [[-1.3833, -0.0174, -1.5205], [-0.5398, -0.0019, -0.3830], [-0.4129, -0.7464, 0.7714], [0.7928, -0.3304, 1.4057], [1.3427, 0.6670, 0.6443], [0.5163, 0.8668, -0.4288], [-0.9935, -0.6471, -2.2167], [-2.3255, -0.3304, -1.3207], [-1.0988, -1.4971, 1.1431], [1.2378, -0.7620, 2.2918], [2.2310, 1.2650, 0.7866], [0.6332, 1.5340, -1.1732]],
  "forces_ev_per_a": [[-0.13, -0.21, 0.02], [0.24, -0.02, 0.12], [-0.10, -0.02, -0.17], [0.08, 0.07, 0.05], [0.07, 0.04, 0.09], [-0.04, -0.05, -0.09], [-0.15, 0.10, 0.01], [0.13, 0.07, 0.13], [0.13, 0.03, -0.23], [-0.17, 0.17, -0.02], [-0.09, -0.13, -0.03], [0.03, -0.04, 0.11]],
  "lowdin_charge": [0.074, -0.391, -0.062, -0.118, -0.145, 0.051, 0.081, 0.076, 0.093, 0.089, 0.103, 0.149]
}

{
  "formula": "C4H6N2",
  "method": "ωB97M-V/def2-TZVPD",
  "relative_energy_kcal_mol": 146.1,
  "homo_lumo_gap_ev": 8.29,
  "max_force_ha_per_bohr": 0.01329,
  "symbols": ["N", "C", "C", "C", "C", "N", "H", "H", "H", "H", "H", "H"],
  "xyz": [[-2.0617, -1.2966, 0.0657], [-1.4936, -0.2893, 0.3881], [-0.4791, 0.6009, 0.7252], [0.5392, -0.7976, 0.3877], [1.0172, 0.1182, -0.7718], [0.2642, 1.2971, -0.2937], [-0.5020, 1.0120, 1.7359], [1.2394, -0.7515, 1.2334], [-1.0117, -1.7741, 0.0968], [0.6820, -0.2374, -1.7585], [2.0960, 0.3164, -0.8310], [-0.2900, 1.8020, -0.9778]],
  "forces_ev_per_a": [[0.16, 0.65, 0.16], [-0.15, -0.48, -0.16], [-0.21, 0.04, 0.24], [0.26, 0.01, 0.12], [0.13, -0.11, -0.17], [-0.10, 0.07, -0.12], [-0.05, -0.09, -0.18], [-0.03, 0.00, -0.15], [0.07, -0.07, -0.02], [0.04, 0.05, 0.18], [-0.20, -0.05, 0.02], [0.10, -0.04, 0.08]],
  "lowdin_charge": [0.165, -0.145, -0.258, -0.094, -0.254, -0.030, 0.137, 0.048, 0.130, 0.096, 0.095, 0.109]
}

{
  "formula": "C4H6N2",
  "method": "ωB97M-V/def2-TZVPD",
  "relative_energy_kcal_mol": 7.5,
  "homo_lumo_gap_ev": 9.43,
  "max_force_ha_per_bohr": 0.05791,
  "smiles": "Cc1cnc[nH]1",
  "symbols": ["C", "C", "C", "N", "C", "N", "H", "H", "H", "H", "H", "H"],
  "xyz": [[-1.5710, 0.5398, 0.1635], [-0.1680, 0.2035, -0.0455], [0.9719, 0.9368, 0.1145], [2.0775, 0.1366, -0.0005], [1.6420, -1.0798, -0.1277], [0.2517, -1.1005, -0.1955], [-1.9044, 0.7453, 1.1872], [-1.8050, 1.5241, -0.2864], [-2.3629, -0.0645, -0.2702], [1.0617, 2.0056, 0.2223], [2.1578, -2.0022, -0.2551], [-0.3513, -1.8448, -0.5066]],
  "forces_ev_per_a": [[-2.01, 2.18, -0.26], [0.38, -0.74, 0.54], [-0.15, 0.00, -0.60], [0.60, -0.23, 0.58], [-1.82, 0.10, -0.74], [0.80, 0.52, 0.18], [0.55, -0.54, 0.22], [0.39, -0.24, -0.08], [0.41, -0.71, -0.18], [-0.02, -0.03, 0.13], [0.67, -0.20, -0.04], [0.21, -0.11, 0.26]],
  "lowdin_charge": [-0.059, -0.336, -0.124, 0.042, -0.199, 0.085, 0.081, 0.085, 0.072, 0.103, 0.102, 0.147]
}

{
  "formula": "C4H6N2",
  "method": "ωB97M-V/def2-TZVPD",
  "relative_energy_kcal_mol": 25.9,
  "homo_lumo_gap_ev": 10.30,
  "max_force_ha_per_bohr": 0.08345,
  "smiles": "Cc1cc[nH]n1",
  "symbols": ["C", "C", "C", "C", "H", "H", "H", "H", "H", "H", "N", "N"],
  "xyz": [[-1.8778, -0.1742, -0.0449], [-0.3563, -0.2091, 0.0204], [0.3811, 0.9782, 0.0047], [1.6545, 0.6041, -0.0243], [-2.1757, 0.8922, -0.2170], [-2.2014, -0.9336, -0.7176], [-2.3088, -0.5175, 0.9139], [-0.1044, 1.9840, 0.2025], [2.6764, 0.9982, 0.0039], [2.2991, -1.5394, -0.2390], [1.6308, -0.7941, 0.0250], [0.3825, -1.2887, 0.0724]],
  "forces_ev_per_a": [[0.94, 0.28, 1.70], [-2.38, 0.08, 0.29], [-1.93, 2.58, 0.69], [3.37, -2.66, 0.10], [-0.13, -1.29, -0.25], [-0.54, 0.00, -1.10], [0.19, 0.43, -0.17], [1.05, -1.37, -0.68], [-0.87, 0.50, -0.12], [-0.11, 1.49, 0.48], [0.64, -0.64, -0.27], [-0.24, 0.60, -0.67]],
  "lowdin_charge": [-0.038, -0.398, -0.087, -0.107, 0.084, 0.056, 0.076, 0.131, 0.116, 0.157, -0.054, 0.064]
}

{
  "formula": "C4H6N2",
  "method": "ωB97M-V/def2-TZVPD",
  "relative_energy_kcal_mol": 99.2,
  "homo_lumo_gap_ev": 9.13,
  "max_force_ha_per_bohr": 0.01610,
  "symbols": ["C", "C", "C", "N", "C", "N", "H", "H", "H", "H", "H", "H"],
  "xyz": [[-2.4077, -0.5512, 0.2325], [-0.2480, 0.0377, -0.4365], [0.7672, 0.8698, -0.3374], [2.0768, 0.4386, 0.0133], [2.3980, -0.8352, 0.0534], [-1.2571, -0.6067, -0.6507], [-2.2351, 0.0837, 1.1092], [-2.7069, -1.5554, 0.5371], [-3.2116, -0.1224, -0.3710], [0.6271, 1.9009, -0.6381], [2.7212, 1.2108, 0.1762], [3.4762, -0.8706, 0.3121]],
  "forces_ev_per_a": [[-0.23, -0.02, 0.14], [-0.54, -0.12, -0.14], [-0.10, -0.01, -0.15], [0.04, -0.43, 0.03], [0.27, 0.50, 0.09], [0.64, 0.52, -0.06], [-0.02, -0.16, -0.06], [0.08, 0.09, -0.04], [-0.05, -0.10, 0.20], [0.11, -0.12, -0.07], [0.01, -0.17, 0.04], [-0.20, 0.02, 0.03]],
  "lowdin_charge": [-0.106, -0.129, -0.137, -0.149, 0.006, 0.046, 0.080, 0.077, 0.080, 0.107, 0.127, -0.002]
}

{
  "formula": "C4H6N2",
  "method": "ωB97M-V/def2-TZVPD",
  "relative_energy_kcal_mol": 122.2,
  "homo_lumo_gap_ev": 10.79,
  "max_force_ha_per_bohr": 0.08227,
  "symbols": ["C", "C", "N", "C", "C", "N", "H", "H", "H", "H", "H", "H"],
  "xyz": [[-0.0280, -1.3529, 0.8699], [0.2970, 0.0143, 0.3720], [1.0018, 0.3762, -0.7295], [-0.2069, 1.1399, -0.5370], [-1.1505, 0.9294, -1.6534], [-1.9082, 0.7462, -2.5159], [-0.1784, -2.0890, 0.0751], [0.8126, -1.6776, 1.4950], [-0.9265, -1.2942, 1.4853], [0.4081, 0.9381, 1.4376], [1.9841, 0.5500, -0.9115], [-0.1051, 1.7196, 0.6125]],
  "forces_ev_per_a": [[-0.18, -0.02, -0.02], [0.65, 1.04, 2.56], [0.00, -0.26, -0.01], [0.22, -0.02, 0.96], [-0.76, 0.32, 0.16], [1.11, 0.30, 1.20], [0.01, 0.24, -0.02], [-0.23, -0.03, -0.10], [0.08, -0.15, 0.04], [0.68, -3.05, -1.28], [-0.32, 0.68, 0.43], [-1.26, 0.96, -3.92]],
  "lowdin_charge": [-0.047, -0.408, 0.045, -0.240, -0.175, 0.126, 0.086, 0.082, 0.079, 0.164, 0.138, 0.149]
}

{
  "formula": "C4H6N2",
  "method": "ωB97M-V/def2-TZVPD",
  "relative_energy_kcal_mol": 73.6,
  "homo_lumo_gap_ev": 9.40,
  "max_force_ha_per_bohr": 0.06632,
  "smiles": "CC=C=N.C#N",
  "symbols": ["C", "C", "C", "C", "N", "N", "H", "H", "H", "H", "H", "H"],
  "xyz": [[-0.6609, -1.0185, -0.0425], [2.0294, -0.3718, 1.3220], [-0.8388, 1.2844, -0.8802], [-0.8762, 0.2107, 0.2148], [-0.3831, -2.0918, -0.5299], [1.2279, 0.1085, 1.9453], [2.6929, -0.5493, 0.4963], [0.4753, -2.4817, -0.2322], [-0.1622, 2.1449, -0.6519], [-0.4678, 0.7084, -1.7662], [-1.7714, 1.7917, -1.0965], [-1.2651, 0.2645, 1.2209]],
  "forces_ev_per_a": [[0.73, -0.21, -1.70], [2.32, -0.48, -2.45], [1.45, -0.37, 0.21], [-1.76, 1.64, 0.48], [-1.32, -1.32, 0.04], [-1.73, 0.94, 2.47], [0.06, -0.44, 0.43], [1.41, -0.44, 0.05], [-0.08, -0.91, -0.07], [-0.36, 1.04, 0.39], [-0.50, -0.50, 0.02], [-0.23, 1.04, 0.13]],
  "lowdin_charge": [-0.283, -0.082, -0.083, -0.216, 0.158, 0.087, 0.071, 0.038, 0.072, 0.085, 0.057, 0.096]
}